{"formula": "C9H14Si", "method": "ωB97M-V/def2-TZVPD", "elements": ["C", "C", "C", "C", "C", "C", "C", "C", "C", "Si", "H", "H", "H", "H", "H", "H", "H", "H", "H", "H", "H", "H", "H", "H"], "xyz": [[-0.16608, -1.08535, 2.71272], [-0.59246, -1.90621, 1.58404], [0.62917, 0.03192, 2.42117], [-0.31443, -1.48936, 0.31799], [0.95608, 0.40517, 1.12685], [0.41608, -0.30674, 0.05845], [1.82012, 1.57171, 0.80624], [0.82551, -0.19451, -1.33594], [-0.31742, 0.71330, -2.22942], [-2.13169, 0.30953, -1.97892], [-0.40741, -1.31115, 3.71997], [-1.06291, -2.80376, 1.74680], [1.05767, 0.46535, 3.32505], [-0.67232, -1.96887, -0.56907], [2.05703, 2.10545, 1.80713], [2.74827, 1.16144, 0.34667], [1.31630, 2.43864, 0.21043], [1.83615, 0.15709, -1.43326], [0.67520, -1.26424, -1.75855], [-0.25136, 1.75674, -1.93223], [-0.05855, 0.59984, -3.30090], [-2.70514, 0.43872, -0.52063], [-2.80130, -1.06277, -2.25262], [-2.85652, 1.23805, -2.87200]], "forces_ev_per_a": [[0.3, -0.3, -3.5], [1.2, 2.8, 2.1], [-0.6, -1.3, 1.4], [0.2, 1.4, 0.2], [-1.0, 0.4, -1.0], [0.1, -1.9, 1.7], [0.4, 2.3, 1.5], [-3.0, -0.2, -2.9], [2.0, -1.8, 0.9], [-1.7, -0.9, 1.2], [-0.1, -0.4, 0.7], [-1.3, -1.9, 0.4], [0.0, 0.7, -0.5], [-0.2, -0.8, -0.1], [0.1, -0.9, -1.6], [-0.5, 0.9, 0.1], [0.9, -1.9, 0.5], [0.3, 0.3, -0.5], [0.9, 1.9, 0.3], [0.2, 0.2, -0.1], [-0.2, 0.3, 0.5], [0.8, 0.3, -1.2], [1.1, 0.7, -0.2], [0.0, 0.1, 0.0]], "nbo_charge": [-0.20, -0.21, -0.21, -0.20, -0.03, -0.03, -0.64, -0.39, -0.86, 0.83, 0.21, 0.21, 0.21, 0.20, 0.22, 0.22, 0.23, 0.22, 0.21, 0.23, 0.24, -0.14, -0.16, -0.16], "homo_ev": -8.67, "homo_lumo_gap_ev": 9.52, "smiles": "Cc1ccccc1CC[SiH3]"}

{"formula": "C6H12O", "method": "ωB97M-V/def2-TZVPD", "elements": ["C", "C", "O", "C", "C", "C", "C", "H", "H", "H", "H", "H", "H", "H", "H", "H", "H", "H", "H"], "xyz": [[-1.96345, -0.99494, -0.89511], [-0.91533, -1.91168, -0.27406], [0.88957, 0.39879, -1.86770], [0.52994, 1.47070, -1.44835], [1.28283, 1.70475, 1.48230], [1.90543, 0.34371, 1.35631], [0.49914, 0.70723, 1.73283], [-2.82826, -1.56188, -1.25626], [-2.33477, -0.25822, -0.17168], [-1.53430, -0.45322, -1.74396], [-0.53861, -2.63026, -1.00869], [-1.32547, -2.47878, 0.56918], [1.23457, 2.31631, -1.32230], [-0.52483, 1.67538, -1.18123], [1.44347, 2.77023, 1.42742], [2.10624, -0.07360, 0.36573], [2.59393, -0.01208, 2.12612], [-0.05317, -1.33958, 0.08370], [-0.46694, 0.32712, 2.02576]], "forces_ev_per_a": [[-0.1, 0.1, 0.0], [0.1, -0.1, 0.0], [-0.1, 0.5, 0.2], [0.1, -0.3, -0.2], [-0.2, -0.1, 0.1], [0.3, -0.3, -0.1], [0.0, 0.3, 0.0], [0.1, 0.1, 0.0], [0.1, -0.1, -0.1], [-0.1, -0.1, 0.1], [-0.1, 0.1, 0.1], [0.1, 0.1, -0.1], [0.0, -0.1, 0.0], [0.1, -0.1, 0.0], [0.0, -0.1, 0.0], [0.0, 0.1, 0.1], [-0.1, 0.1, -0.1], [-0.1, -0.1, -0.1], [0.1, 0.1, 0.0]], "nbo_charge": [-0.61, -0.61, -0.51, 0.27, -0.20, -0.44, -0.18, 0.20, 0.19, 0.21, 0.21, 0.20, 0.11, 0.12, 0.23, 0.19, 0.18, 0.21, 0.23], "homo_ev": -9.71, "homo_lumo_gap_ev": 10.58, "smiles": "C1=CC1.C=O.CC"}

{"formula": "C3H2F2", "method": "ωB97M-V/def2-TZVPD", "elements": ["C", "C", "C", "F", "F", "H", "H"], "xyz": [[-1.86930, 0.19446, -0.27332], [-0.96867, -0.50456, 0.05412], [1.56911, 0.64825, -0.04383], [1.95987, 0.39559, 1.17710], [2.05990, -0.30733, -0.77015], [-2.55708, 0.90459, -0.51710], [-0.19384, -1.33099, 0.37320]], "forces_ev_per_a": [[0.7, -0.4, 0.3], [2.7, -3.5, 1.2], [0.0, 0.8, 0.0], [0.0, -0.3, -0.1], [0.2, -0.3, 0.1], [-1.5, 1.3, -0.6], [-2.2, 2.3, -0.9]], "nbo_charge": [-0.21, -0.28, 0.67, -0.33, -0.33, 0.22, 0.26], "homo_ev": -10.43, "homo_lumo_gap_ev": 10.65}

{"formula": "C7H11ClO2S", "method": "ωB97M-V/def2-TZVPD", "elements": ["C", "C", "C", "C", "C", "C", "C", "O", "O", "S", "Cl", "H", "H", "H", "H", "H", "H", "H", "H", "H", "H", "H"], "xyz": [[-0.81439, -0.53611, -1.13960], [-1.53909, -0.84620, 1.46057], [1.47670, -1.18359, -0.02422], [0.56865, -0.14250, -0.71322], [0.79367, -0.11163, 0.74217], [1.16788, 1.00174, -1.61597], [1.04318, 1.08238, 1.53955], [-2.06110, 1.46523, 0.10606], [-3.42424, -0.53411, -0.33503], [-2.14344, -0.00043, 0.03730], [0.95536, -2.86465, -0.08688], [-0.96662, -0.14402, -2.22974], [-0.91736, -1.60530, -1.18504], [-1.41496, -1.92058, 1.19823], [-1.98555, -0.60390, 2.42620], [2.61219, -0.91816, -0.04965], [2.26700, 1.10290, -1.54774], [0.46852, 1.78087, -1.32484], [0.83046, 0.68933, -2.59606], [1.06355, 0.70208, 2.66607], [0.09724, 1.80129, 1.33574], [1.92235, 1.78534, 1.33609]], "forces_ev_per_a": [[-0.7, 0.5, -1.8], [1.8, -0.1, -1.4], [1.3, 1.4, 0.0], [1.1, 0.5, -0.1], [-2.6, -0.5, -0.3], [-1.3, -2.0, 1.0], [-1.2, 1.7, 2.6], [0.3, -1.5, 0.5], [0.0, -0.5, -0.2], [1.0, 1.5, -0.6], [0.7, 0.3, 0.4], [-0.4, -0.5, 2.1], [-0.1, -0.5, -0.1], [-0.2, 0.9, 0.4], [0.4, 0.2, -0.3], [-2.0, -1.2, -0.3], [-0.8, 0.4, 0.1], [0.8, 1.1, -0.1], [0.6, 0.2, -0.6], [0.1, 1.4, -2.2], [2.0, -1.7, 0.8], [-0.7, -1.5, 0.0]], "nbo_charge": [-0.65, -0.68, -0.29, -0.16, 0.21, -0.61, -0.73, -0.96, -0.93, 2.12, 0.00, 0.26, 0.25, 0.23, 0.24, 0.25, 0.22, 0.24, 0.22, 0.24, 0.27, 0.25], "homo_ev": [-9.34, -8.89], "homo_lumo_gap_ev": [8.48, 7.83]}

Respective E_tot values: -640.7600; -310.9110; -315.0667; -1281.9742 Eh.
Respective relative energy (zero: lowest compared OMol25 entry of this formula, charge and spin) values: 2.129; 4.035; 2.763; 6.113 eV.